Below is a 2-piece molecular cluster, C28H45N3O9P overall, with properties calculated with ωB97M-V/def2-TZVPD.

Last column: Mulliken charge in e.
Cartesian coordinates (Å):
C  6.438  -2.303  0.300  -0.6953
C  5.928  -1.247  -0.342  -0.0919
C  6.685  0.038  -0.391  0.4777
O  7.744  0.098  -0.936  -0.4945
O  6.137  1.153  0.198  -0.3196
C  5.175  1.770  -0.655  -0.7209
C  4.472  2.891  0.084  -0.6922
C  3.357  3.499  -0.791  -0.9247
C  1.995  3.648  -0.089  -0.6535
C  0.903  2.740  -0.675  -1.0271
C  -0.443  2.915  0.080  -1.3765
C  -1.053  1.703  0.708  0.3505
C  -2.278  1.177  0.298  -0.0077
P  -3.158  1.966  -1.130  -0.2361
C  -3.693  0.708  -2.364  -0.4129
C  -5.214  0.487  -2.493  -1.3053
C  -4.560  2.938  -0.479  -0.3623
C  -5.278  3.685  -1.627  -1.2620
C  -2.792  0.082  1.007  2.1847
C  -4.156  -0.416  0.632  -0.9314
O  -5.114  0.021  1.194  -0.5177
O  -4.183  -1.366  -0.325  -0.1314
O  -5.387  -2.105  -0.234  -0.3355
C  -2.126  -0.511  2.089  0.2112
C  -2.740  -1.674  2.832  -1.4917
C  -3.084  -2.920  1.993  -1.1131
C  -2.004  -3.342  0.994  -0.3172
C  -2.589  -3.986  -0.248  0.2424
O  -3.558  -4.678  -0.215  -0.5550
O  -1.951  -3.685  -1.417  -0.2874
C  -0.614  -4.176  -1.526  -0.1130
C  0.166  -3.360  -2.547  -1.2104
C  -0.909  0.028  2.460  0.7778
C  -0.120  -0.441  3.642  -1.8805
C  1.071  -1.431  3.383  -0.8307
N  1.090  -2.180  2.148  -0.4195
N  -0.444  1.090  1.745  0.4910
O  0.763  1.677  2.151  -0.4741
C  1.791  0.998  1.686  0.5456
N  2.627  0.367  1.216  -0.4047
H  7.021  -2.191  1.206  0.2850
H  6.308  -3.311  -0.075  0.2649
H  4.968  -1.316  -0.840  0.3462
H  5.661  2.199  -1.537  0.4280
H  4.427  1.055  -1.017  0.2705
H  4.095  2.529  1.039  0.3496
H  5.232  3.640  0.306  0.4557
H  3.275  2.975  -1.745  0.6618
H  3.699  4.504  -1.038  0.2673
H  2.138  3.485  0.981  0.4023
H  1.645  4.677  -0.187  0.5113
H  1.235  1.702  -0.693  0.3271
H  0.776  3.090  -1.698  0.6040
H  -0.272  3.641  0.881  0.5365
H  -1.168  3.362  -0.587  0.5911
H  -3.328  1.041  -3.333  0.6091
H  -3.190  -0.239  -2.177  0.1716
H  -5.654  1.154  -3.227  0.3893
H  -5.719  0.643  -1.537  0.3119
H  -5.420  -0.549  -2.767  0.3101
H  -4.134  3.672  0.205  0.5118
H  -5.284  2.338  0.073  0.4029
H  -5.423  4.723  -1.339  0.3635
H  -4.727  3.658  -2.566  0.3172
H  -6.257  3.241  -1.784  0.3392
H  -5.972  -1.683  -0.885  0.3347
H  -3.675  -1.317  3.273  0.4337
H  -2.116  -1.989  3.660  0.4205
H  -4.050  -2.838  1.504  0.4125
H  -3.215  -3.731  2.707  0.7240
H  -1.333  -2.536  0.692  0.0609
H  -1.370  -4.098  1.467  0.8029
H  -0.075  -4.144  -0.576  0.2201
H  -0.614  -5.220  -1.844  0.3919
H  0.050  -3.737  -3.558  0.3378
H  -0.121  -2.310  -2.487  0.2626
H  1.218  -3.393  -2.263  0.3627
H  0.299  0.455  4.105  0.5994
H  -0.775  -0.863  4.394  0.5849
H  2.031  -0.936  3.510  0.3636
H  1.017  -2.170  4.180  0.4584
H  0.431  -2.941  2.128  0.2846
H  1.055  -1.626  1.305  0.1924
O  9.391  0.128  -3.646  -0.6238
H  8.932  -0.108  -2.833  0.3521
H  10.095  -0.522  -3.727  0.3111

Output
gap between HOMO and LUMO = 6.7 eV
total charge = +1
energy = -2276.18253 Ha
energy relative to the best compared isomer or geometry (same formula, charge and spin) = 0.0 kcal/mol
maximum force = 2.23 eV/A